# 1
Molecular formula: C3HCl3
Method: DFT, ωB97M-V/def2-TZVPD

* energy relative to the best compared isomer or geometry (same formula, charge and spin): 180.1 kJ/mol
* LUMO level: 0.43 eV
* maximum force: 4.1 eV Å⁻¹
* Kohn-Sham gap: 9.784 eV
* electronic energy: -1495.3398 Eh

CARTESIAN COORDINATES (ANGSTROEM)
Cl: 1.300 0.757 -2.190
C: -0.077 0.324 -1.436
C: -1.360 0.638 -0.833
C: -0.714 -0.687 -0.783
Cl: -0.696 -2.255 -0.279
Cl: 0.404 0.084 2.940
H: 1.143 1.138 2.582

---

# 2
Molecular formula: C34H36Cl2F4N4O3V
Method: DFT, ωB97M-V/def2-TZVPD

* energy relative to the best compared isomer or geometry (same formula, charge and spin): 0.0 kJ/mol
* multiplicity: 3
* <S²>: 2.027
* LUMO level (alpha / beta): 2.15 / 2.15 eV
* maximum force: 0.2 eV Å⁻¹
* charge: -1
* Kohn-Sham gap (alpha / beta): 6.301 / 6.282 eV
* electronic energy: -4025.9481 Eh

CARTESIAN COORDINATES (ANGSTROEM)
V: -0.793 1.156 1.225
C: 2.944 3.181 2.694
C: 3.380 2.008 1.829
N: 2.503 0.842 1.861
C: 3.027 -0.164 0.940
C: 2.316 -1.512 0.994
C: 2.249 0.357 3.213
C: 0.865 0.781 3.711
N: -0.274 0.222 2.972
C: -0.823 -0.941 3.436
C: -2.180 -1.250 3.167
F: -2.939 -0.348 2.524
C: -2.802 -2.401 3.582
F: -4.102 -2.577 3.271
C: -2.152 -3.364 4.331
C: -0.843 -3.083 4.644
F: -0.137 -3.972 5.374
C: -0.200 -1.932 4.230
F: 1.098 -1.826 4.602
H: 3.645 4.006 2.552
H: 2.954 2.926 3.756
H: 1.949 3.532 2.426
H: 4.405 1.706 2.124
H: 3.445 2.337 0.788
H: 4.108 -0.327 1.114
H: 2.926 0.254 -0.064
H: 2.687 -2.146 1.800
H: 2.481 -2.054 0.060
H: 1.243 -1.387 1.141
H: 3.005 0.735 3.917
H: 2.331 -0.723 3.240
H: 0.811 1.862 3.601
H: 0.780 0.557 4.780
H: -2.640 -4.271 4.652
C: -3.967 2.352 1.308
C: -2.630 1.865 0.857
O: -2.223 2.019 -0.292
H: -4.613 2.591 0.461
H: -3.776 3.262 1.885
H: -4.437 1.628 1.973
C: -1.520 3.205 3.947
C: -0.812 3.855 2.794
C: -0.547 5.198 2.625
C: 0.103 5.330 1.370
C: 0.197 4.061 0.839
C: 0.776 3.654 -0.479
N: -0.349 3.149 1.707
H: -2.132 3.944 4.467
H: -0.836 2.772 4.682
H: -2.173 2.396 3.613
H: -0.803 5.985 3.321
H: 0.456 6.238 0.902
H: 1.191 4.528 -0.984
H: 0.021 3.207 -1.130
H: 1.567 2.911 -0.364
Cl: 3.040 -3.061 -5.305
C: 1.636 -3.956 -5.810
C: 1.777 -4.896 -6.816
C: 0.670 -5.610 -7.239
C: -0.558 -5.399 -6.632
C: -0.676 -4.478 -5.606
Cl: -2.201 -4.321 -4.805
C: 0.413 -3.705 -5.178
N: 0.300 -2.793 -4.134
C: -0.537 -1.645 -4.210
C: -1.150 -1.260 -5.394
C: -1.966 -0.139 -5.419
C: -2.151 0.609 -4.269
C: -1.519 0.235 -3.090
C: -0.714 -0.895 -3.042
C: -0.027 -1.348 -1.775
C: -0.330 -0.469 -0.586
O: -1.211 -0.789 0.246
O: 0.320 0.611 -0.442
H: 2.748 -5.048 -7.264
H: 0.765 -6.338 -8.033
H: -1.431 -5.964 -6.929
H: 1.183 -2.602 -3.684
H: -0.990 -1.836 -6.297
H: -2.447 0.150 -6.345
H: -2.782 1.489 -4.280
H: -1.662 0.832 -2.198
H: 1.060 -1.332 -1.911
H: -0.325 -2.372 -1.544

---

# 3
Molecular formula: C4H9N2
Method: DFT, ωB97M-V/def2-TZVPD

* energy relative to the best compared isomer or geometry (same formula, charge and spin): 793.1 kJ/mol
* LUMO level (alpha / beta): -5.51 / -3.96 eV
* maximum force: 3.5 eV Å⁻¹
* charge: +1
* Kohn-Sham gap (alpha / beta): 7.340 / 9.903 eV
* electronic energy: -266.7972 Eh

CARTESIAN COORDINATES (ANGSTROEM)
C: -0.178 -0.316 0.466
C: 2.318 1.114 -0.099
C: 1.267 0.112 0.325
C: -2.860 0.523 0.241
N: 0.292 -0.784 -0.815
N: 2.499 -0.074 0.726
H: -0.265 -1.085 1.231
H: 2.542 1.114 -1.139
H: 2.429 2.128 0.252
H: -2.867 0.503 1.285
H: -3.030 -0.469 -0.147
H: -2.587 1.307 -0.436
H: 0.550 -1.808 -1.020
H: 3.174 -0.929 0.669
H: 0.148 -0.102 -1.550

---

# 4
Molecular formula: C15H39F3O8
Method: DFT, ωB97M-V/def2-TZVPD

* energy relative to the best compared isomer or geometry (same formula, charge and spin): 3.9 kJ/mol
* LUMO level: 3.92 eV
* maximum force: 5.9 eV Å⁻¹
* charge: -2
* Kohn-Sham gap: 4.297 eV
* electronic energy: -1496.1956 Eh

CARTESIAN COORDINATES (ANGSTROEM)
C: 0.767 -1.176 7.106
O: -0.146 -1.733 6.150
O: 1.899 -0.759 6.381
C: 0.217 -0.199 8.201
F: -0.505 -0.702 9.194
F: 1.212 0.273 8.910
F: -0.612 0.690 7.689
C: -1.518 -1.911 6.593
C: -2.270 -2.589 5.413
H: -3.288 -2.840 5.712
H: -2.147 -2.050 4.474
H: -1.836 -3.559 5.170
H: -2.059 -0.985 6.788
H: -1.625 -2.532 7.483
H: 1.019 -2.094 7.636
C: -0.535 -2.210 -1.141
O: 0.817 -1.868 -1.064
H: -1.013 -1.722 -1.990
H: -0.757 -3.276 -1.187
H: -1.105 -1.893 -0.267
C: 1.477 2.459 -6.385
C: 0.427 1.576 -5.681
O: 0.624 1.798 -4.338
H: 1.348 3.452 -5.955
H: 1.232 2.575 -7.441
H: 2.386 1.901 -6.160
H: 0.572 0.533 -5.963
H: -0.558 1.840 -6.067
H: 0.406 1.015 -3.827
C: -1.826 2.565 3.211
C: -0.591 2.943 2.286
O: 0.592 2.388 2.711
H: -2.807 2.910 2.884
H: -1.696 2.876 4.248
H: -1.967 1.488 3.292
H: -0.519 4.022 2.150
H: -0.921 2.485 1.354
H: 0.553 2.378 3.670
C: -5.944 2.078 -2.547
C: -4.342 1.906 -2.488
O: -3.642 3.161 -2.508
H: -6.375 2.822 -3.217
H: -6.327 2.252 -1.541
H: -6.319 1.085 -2.794
H: -4.003 1.522 -3.450
H: -4.014 1.200 -1.726
H: -2.712 2.957 -2.629
C: 5.188 4.553 -3.251
C: 4.471 4.030 -1.934
O: 4.208 2.678 -1.884
H: 4.534 4.719 -4.107
H: 5.949 3.851 -3.592
H: 5.770 5.470 -3.162
H: 3.532 4.581 -1.891
H: 5.018 4.322 -1.037
H: 3.466 2.348 -2.396
C: 1.159 -7.631 -2.900
C: 2.404 -6.842 -2.994
O: 2.596 -6.360 -1.798
H: 1.258 -8.482 -2.226
H: 1.014 -8.015 -3.910
H: 0.225 -7.128 -2.648
H: 2.375 -6.060 -3.753
H: 3.283 -7.451 -3.204
H: 1.982 -5.635 -1.655